C29H26Cl3GeIN3O4Pd as an isolated structure, computed with the ωB97M-V functional and the def2-TZVPD basis.

Properties
Energy   -5469.14603 a.u.
Frontier orbital gap (alpha / beta)   7.1 / 7.2 eV
Expectation value of S²   0.75
Maximum force   0.6 eV/A
ΔE to the lowest compared entry with this formula, charge and spin   0.0 kJ/mol

```
! wB97M-V def2-TZVPD RIJCOSX def2/J DEFGRID3
* xyz 0 2
Pd -0.97 1.83 -1.19
C 2.59 -1.19 0.04
C 2.77 0.27 0.30
N 3.98 0.68 0.57
C 4.19 1.99 0.81
C 3.21 2.93 0.76
C 3.58 4.36 1.07
O 2.85 4.91 2.16
C 1.88 2.53 0.44
C 0.90 3.58 0.33
N -0.34 3.49 -0.01
C -1.12 4.67 0.09
C -0.97 5.54 1.17
C -1.74 6.68 1.29
C -2.69 6.98 0.33
C -2.87 6.12 -0.74
C -2.10 4.97 -0.86
I -2.43 3.73 -2.51
C 1.62 1.14 0.24
O 0.45 0.63 0.05
H 3.54 -1.70 0.23
H 2.31 -1.37 -0.99
H 1.82 -1.63 0.68
H 5.21 2.27 1.05
H 3.39 5.03 0.22
H 4.65 4.40 1.27
H 2.95 4.31 2.91
H 1.27 4.57 0.57
H -0.24 5.29 1.94
H -1.59 7.34 2.13
H -3.30 7.87 0.41
H -3.62 6.34 -1.49
C -2.26 -5.72 2.44
C -1.72 -4.34 2.17
C -1.49 -3.49 3.24
C -0.99 -2.21 3.04
C -0.73 -1.79 1.75
C -0.97 -2.63 0.66
N -0.74 -2.00 -0.62
C 0.12 -2.58 -1.61
C 0.73 -3.82 -1.46
C 1.59 -4.29 -2.43
C 1.90 -3.54 -3.56
C 1.35 -2.27 -3.69
C 0.46 -1.81 -2.74
C 0.03 -0.39 -2.78
O 0.78 0.52 -2.95
O -1.28 -0.14 -2.54
C -1.48 -3.92 0.85
C -1.77 -4.90 -0.25
H -2.28 -5.92 3.51
H -1.66 -6.49 1.96
H -3.28 -5.83 2.07
H -1.69 -3.84 4.25
H -0.81 -1.55 3.87
H -0.36 -0.79 1.56
H -0.38 -1.06 -0.41
H 0.57 -4.40 -0.56
H 2.05 -5.26 -2.30
H 2.59 -3.91 -4.30
H 1.63 -1.62 -4.51
H -1.79 -4.45 -1.23
H -2.74 -5.38 -0.09
H -1.03 -5.70 -0.27
Cl -2.88 0.18 0.17
Ge -2.74 -0.78 -1.72
Cl -3.79 -2.65 -1.69
Cl -4.09 0.19 -3.12
*
```